Computed, not measured: a 2-piece molecular cluster, C4H2ClF3N2 overall, with ωB97M-V/def2-TZVPD.

Calculated values
DFT total energy (eV): -27831.7009
Lowest unoccupied orbital energy (eV): -1.0
Highest occupied orbital energy (eV): -9.972

```
12
C4H2ClF3N2 ωB97M-V/def2-TZVPD
C 2.9364 0.2575 0.1801
C 2.0788 -2.3622 0.0176
C 1.9465 1.2365 0.1842
C 0.8525 -0.6521 0.0477
N 0.6934 0.6483 0.0056
N 2.2197 -0.9606 0.0631
F 3.3308 -2.9029 0.0070
F 2.1989 2.4891 -0.0231
F -2.1840 1.2518 -0.2220
Cl 4.5333 0.6109 -0.1688
H 0.1962 -1.4422 -0.0173
H -1.2460 0.9254 -0.3678
```



Computed, not measured: C4H2ClF5O2SbSe4Ti as an isolated structure, with ωB97M-V/def2-TZVPD.

Calculated values
DFT total energy (eV): -325429.5794
Total charge: -1
Lowest unoccupied orbital energy (eV): 1.8
Highest occupied orbital energy (eV): -4.928

```
20
C4H2ClF5O2SbSe4Ti ωB97M-V/def2-TZVPD
Ti -0.2772 -0.0890 -0.1238
Se -4.1698 -1.3721 1.8056
Sb -3.3121 -0.4918 -0.2304
Se -1.3225 -2.0003 -1.0087
Se -1.8328 1.6047 0.3135
Se -4.6377 0.0303 -2.1312
Cl 2.6068 -0.2348 3.8396
C 1.7962 -1.4904 2.8653
C 0.9233 -0.9109 1.7880
O 1.4950 -0.4758 0.6881
O -0.2991 -0.8397 1.8874
H 1.1743 -2.0762 3.5335
H 2.5832 -2.0886 2.4171
F 1.3179 -0.2235 -2.3631
C 0.2422 0.6299 -2.0968
F -0.5497 0.6047 -3.1879
C 0.8942 2.0340 -2.0478
F 0.0372 3.0325 -2.2425
F 1.4166 2.1609 -0.7978
F 1.9141 2.1962 -2.9083
```



Computed, not measured: a single C4H2ClN molecule, with ωB97M-V/def2-TZVPD.

Calculated values
DFT total energy (eV): -18189.5083
Structure (SMILES): N#CC#CCCl
Lowest unoccupied orbital energy (eV): -0.4
Highest occupied orbital energy (eV): -10.642

```
8
C4H2ClN ωB97M-V/def2-TZVPD
N 3.6631 -0.6802 0.1858
C 2.5726 -0.4171 -0.1392
C 1.1506 -0.1307 -0.3392
C -0.1144 -0.1837 -0.1080
C -1.4090 0.3397 0.1431
Cl -2.8162 -0.7207 -0.0360
H -1.5277 0.7579 1.0673
H -1.5189 1.0346 -0.7738
```



Computed, not measured: a single C4H2ClNS molecule, with ωB97M-V/def2-TZVPD.

Calculated values
DFT total energy (eV): -29024.6688
Structure (SMILES): N#C/C=C(/Cl)C=S
Lowest unoccupied orbital energy (eV): -2.0
Highest occupied orbital energy (eV): -9.575

```
9
C4H2ClNS ωB97M-V/def2-TZVPD
N 2.1846 -1.3487 -0.3221
C 1.6598 -0.2658 0.0157
C 0.8401 0.9490 0.1645
C -0.4507 0.5961 0.1875
Cl -1.6073 1.8896 -0.1949
C -1.0779 -0.8701 0.0858
S -2.6673 -1.4289 -0.0352
H 1.3729 2.0000 0.3669
H -0.2541 -1.5213 -0.2683
```



Computed, not measured: C4H2EuO5 as an isolated structure, with ωB97M-V/def2-TZVPD.

Calculated values
<S²>: 15.758
DFT total energy (eV): -33726.1009
Total charge: +2
2S+1: 8
Lowest unoccupied orbital energy (alpha / beta) (eV): -9.4 / -9.2
Highest occupied orbital energy (alpha / beta) (eV): -16.567 / -16.567

```
12
C4H2EuO5 ωB97M-V/def2-TZVPD
C -2.9032 0.9643 2.3892
O -3.6669 1.8057 2.5632
O -2.1326 0.1119 2.1921
O 0.7875 -1.4650 0.9193
C 1.2736 -0.9072 -0.0387
O 0.4947 -0.3012 -0.9224
Eu -1.3007 -2.4846 2.1113
H 2.3569 -0.8138 -0.2109
O 1.0921 -0.4433 -3.3058
C 0.9810 0.1327 -2.2709
C 1.7223 1.1944 -1.7130
H 1.2953 2.2060 -1.7134
```



Computed, not measured: a 2-piece molecular cluster, C4H2F2 overall, with ωB97M-V/def2-TZVPD.

Calculated values
DFT total energy (eV): -9607.6919
Lowest unoccupied orbital energy (eV): -1.5
Highest occupied orbital energy (eV): -11.538

```
8
C4H2F2 ωB97M-V/def2-TZVPD
C 1.4297 -2.4700 0.3733
C 1.1892 -1.2923 0.0430
C 0.1990 -0.0957 0.0227
C 1.6001 0.0629 -0.3436
F 2.5152 0.8510 1.0814
F 2.4216 0.4197 -1.3091
H -0.5506 -0.0780 -0.7661
H 0.0318 0.2016 0.9635
```



Computed, not measured: a 2-piece molecular cluster, C4H2F3NO2S2 overall, with ωB97M-V/def2-TZVPD.

Calculated values
DFT total energy (eV): -39582.2895
Lowest unoccupied orbital energy (alpha / beta) (eV): -1.3 / -1.5
Highest occupied orbital energy (alpha / beta) (eV): -9.319 / -7.808

```
14
C4H2F3NO2S2 ωB97M-V/def2-TZVPD
C 0.4818 -0.6238 -0.7877
C -0.6337 -0.4877 0.0450
C 1.7166 -0.9265 -0.4168
C -1.8314 0.2674 -0.3495
N 2.0156 1.3761 0.4265
O 2.6465 2.1761 -0.2326
O 1.3569 1.4779 1.3951
F -2.8138 -0.6349 -0.6552
F -1.5459 0.9465 -1.4253
F -2.2858 1.0278 0.6394
S 2.9961 -1.8250 -0.3472
S -0.5061 -1.3414 1.6303
H 0.2473 -0.2685 -1.8944
H -1.8442 -1.1638 1.9724
```



Computed, not measured: a single C4H2F4O molecule, with ωB97M-V/def2-TZVPD.

Calculated values
DFT total energy (eV): -17092.0023
Lowest unoccupied orbital energy (alpha / beta) (eV): -0.6 / -0.7
Highest occupied orbital energy (alpha / beta) (eV): -9.365 / -9.633

```
11
C4H2F4O ωB97M-V/def2-TZVPD
C 0.7973 -0.4016 0.1617
C -0.0643 0.5132 -0.6275
C 0.5850 -1.8426 0.3993
C -1.3586 0.8956 0.0069
O 0.2088 -1.0259 1.3413
F 0.7653 1.5487 -0.9794
F 1.4961 -2.8357 0.5103
F -2.3761 1.3413 -0.6749
F -1.2527 1.7380 1.0748
H 1.6687 0.1057 0.3416
H -0.4696 -0.0365 -1.5541
```



Computed, not measured: a single C4H2F7N molecule, with ωB97M-V/def2-TZVPD.

Calculated values
DFT total energy (eV): -24688.5768
Structure (SMILES): C=C(N(F)C(F)(F)F)C(F)(F)F
Lowest unoccupied orbital energy (eV): 0.5
Highest occupied orbital energy (eV): -9.796

```
14
C4H2F7N ωB97M-V/def2-TZVPD
C 1.7461 -0.7251 0.8148
C 0.8438 0.1263 0.3638
N -0.4225 -0.5783 -0.4670
F 0.3169 -1.5086 -1.2464
C -1.9518 -0.7250 -0.8832
F -2.6208 0.3342 -0.5540
F -2.4587 -1.7937 -0.2317
F -2.1582 -0.9776 -2.1515
C 0.6671 1.6791 0.4708
F -0.6027 1.9815 0.7209
F 1.3859 2.0762 1.5241
F 1.0350 2.4361 -0.5522
H 2.5969 -0.4651 1.4061
H 1.6229 -1.8599 0.7855
```



Computed, not measured: a 2-piece molecular cluster, C4H2F7N overall, with ωB97M-V/def2-TZVPD.

Calculated values
DFT total energy (eV): -24685.4887
Lowest unoccupied orbital energy (eV): -0.6
Highest occupied orbital energy (eV): -10.588

```
14
C4H2F7N ωB97M-V/def2-TZVPD
C -0.0846 1.5703 0.9443
C 0.0631 0.8818 -0.1060
C -1.0872 -1.0312 -0.3286
C 1.3033 0.7472 -1.0435
N -0.3463 -1.8165 0.5417
F -1.1358 -1.4260 -1.5722
F -2.3205 -0.6170 -0.0015
F 1.3092 -0.4474 -1.6143
F 1.4639 1.6289 -2.0427
F 2.4072 0.8378 -0.2567
F -0.9654 -3.0352 0.8372
F -0.2048 -1.3357 1.8325
H 0.4963 2.4240 1.0891
H -0.8984 1.6191 1.7207
```



Computed, not measured: a single C4H2FNS2 molecule, with ωB97M-V/def2-TZVPD.

Calculated values
DFT total energy (eV): -30056.3082
Structure (SMILES): F/C=C1\C=NSC1=S
Lowest unoccupied orbital energy (eV): -1.1
Highest occupied orbital energy (eV): -8.917

```
10
C4H2FNS2 ωB97M-V/def2-TZVPD
F -2.3754 -0.6978 0.0799
C -1.1126 -1.0373 0.0951
C -0.1615 -0.1101 -0.0767
C -0.3633 1.3843 -0.2211
N 0.7060 2.0488 -0.2008
S 2.1110 1.0283 0.2155
C 1.3089 -0.5046 0.0267
S 2.1629 -1.8491 -0.1378
H -0.9886 -2.1553 0.5366
H -1.2874 1.8929 -0.3174
```



Computed, not measured: C4H2GdLiO2 as an isolated structure, with ωB97M-V/def2-TZVPD.

Calculated values
<S²>: 16.765
DFT total energy (eV): -29291.9453
Total charge: +2
2S+1: 8
Lowest unoccupied orbital energy (alpha / beta) (eV): -10.8 / -8.9
Highest occupied orbital energy (alpha / beta) (eV): -16.246 / -17.018

```
10
C4H2GdLiO2 ωB97M-V/def2-TZVPD
O -0.6957 1.3714 -0.8426
C -1.5478 0.5512 0.0044
C -0.8609 -0.3061 0.7529
C 0.8649 -0.1283 0.7337
C 1.7134 -1.1090 0.7738
O 2.0592 -2.1311 0.2597
Li -0.3413 -1.0543 -1.5207
H -1.2363 1.9339 -1.4060
H -1.2965 -1.0732 1.3928
Gd 1.3410 1.9455 -0.1479
```



Computed, not measured: C4H2LiO as an isolated structure, with ωB97M-V/def2-TZVPD.

Calculated values
<S²>: 0.791
DFT total energy (eV): -6428.0843
2S+1: 2
Lowest unoccupied orbital energy (alpha / beta) (eV): -0.9 / -0.9
Highest occupied orbital energy (alpha / beta) (eV): -7.062 / -6.986

```
8
C4H2LiO ωB97M-V/def2-TZVPD
C 0.4132 -1.0557 -2.4347
C 0.2006 -0.8557 -1.2280
C 0.1481 -0.4424 0.0471
C -0.1891 0.4667 0.9922
O -0.1625 0.3491 2.2676
Li -0.4161 1.3211 3.2743
H 0.5490 -1.2200 -3.4883
H -0.5432 1.4368 0.5697
```